# C3H5ClN2

2 unconnected molecules or ions with the total composition C3H5ClN2 in a non-equilibrium geometry (wB97M-V/def2-TZVPD, OMol25).

Structure (XYZ):
```
11
Properties=species:S:1:pos:R:3:forces:R:3
C 0.031 -1.026 0.406 -0.8 0.6 -1.7
C -0.827 1.903 -0.646 -1.0 0.1 -0.9
C -1.027 -0.865 -0.448 1.6 -1.3 2.3
N 1.270 -0.579 0.053 -1.0 0.7 -0.9
N 0.017 2.190 0.085 -0.5 0.1 -0.5
Cl -2.566 -1.426 0.051 -0.7 0.1 0.0
H 0.115 -1.277 1.421 -1.4 -1.2 1.3
H 1.101 0.090 -0.666 1.8 0.4 -0.6
H -0.939 -0.502 -1.452 0.0 0.0 -0.2
H 2.099 -0.892 0.496 0.5 0.3 -0.1
H 0.727 2.384 0.700 1.5 0.4 1.4
```
Positions in Å, forces in eV/Å.

## Properties
* energy: -686.91480 a.u.
* largest force on an atom: 0.0601 hartree/bohr
* E_HOMO: -7.81 eV
* gap between HOMO and LUMO: 8.672 eV
* LUMO level: 0.86 eV
* molar mass: 104.54 g/mol
* energy relative to the best compared isomer or geometry (same formula, charge and spin): 213.05 kJ/mol

And the Löwdin charges, in e, turn out to be: -0.3099, -0.0347, -0.6670, 0.0324, 0.0842, 0.5718, 0.0963, 0.0531, 0.0394, 0.0835, 0.0510